(1)
{"formula": "C19H24N4O5PPdS", "method": "ωB97M-V/def2-TZVPD", "s_squared": 6.06, "spin_multiplicity": 5, "lumo_energy_ev": [-4.2, -6.3], "charge": 1, "gap_ha": [0.24430, 0.18241], "elements": ["Pd", "C", "C", "N", "N", "C", "N", "S", "C", "C", "C", "C", "C", "N", "H", "H", "H", "H", "H", "H", "H", "H", "H", "O", "C", "C", "O", "C", "C", "O", "C", "O", "O", "C", "C", "P", "C", "C", "C", "C", "H", "H", "H", "H", "H", "H", "H", "H", "H", "H", "H", "H", "H", "H", "H"], "xyz": [[0.238, -0.297, -0.051], [-1.931, 3.437, 1.224], [-1.376, 2.241, 0.545], [-0.404, 1.496, 1.054], [-0.033, 1.757, 2.275], [1.014, 0.945, 2.742], [1.302, 1.228, 4.006], [1.831, -0.226, 1.873], [-1.901, 1.810, -0.760], [-2.867, 2.552, -1.433], [-3.354, 2.080, -2.646], [-2.869, 0.887, -3.144], [-1.903, 0.199, -2.414], [-1.432, 0.649, -1.263], [-1.461, 3.603, 2.186], [-3.006, 3.315, 1.365], [-1.783, 4.317, 0.595], [0.773, 1.936, 4.491], [1.991, 0.690, 4.506], [-3.239, 3.475, -1.020], [-4.107, 2.639, -3.184], [-3.226, 0.478, -4.077], [-1.501, -0.750, -2.751], [-3.509, -5.434, 0.369], [-2.779, -4.492, 0.322], [-1.940, -4.044, -0.888], [-1.883, -4.573, -1.966], [-1.188, -2.834, -0.451], [-1.591, -2.441, 0.882], [-1.189, -1.405, 1.440], [-2.562, -3.445, 1.433], [-3.089, -3.419, 2.509], [-0.359, -2.197, -1.141], [2.917, 2.759, -2.768], [1.894, 2.110, -1.843], [1.956, 0.285, -1.674], [3.666, -0.059, -1.135], [3.964, -1.515, -0.800], [1.821, -0.312, -3.398], [1.789, -1.819, -3.621], [2.788, 3.840, -2.774], [2.812, 2.413, -3.794], [3.936, 2.556, -2.445], [0.876, 2.351, -2.168], [1.992, 2.503, -0.825], [3.838, 0.582, -0.265], [4.341, 0.289, -1.923], [3.245, -1.931, -0.094], [4.954, -1.602, -0.357], [3.947, -2.143, -1.690], [2.661, 0.133, -3.941], [0.917, 0.157, -3.802], [2.727, -2.287, -3.324], [1.651, -2.024, -4.682], [0.981, -2.293, -3.072]]}



(2)
{"formula": "C47H112N10O15", "method": "ωB97M-V/def2-TZVPD", "spin_multiplicity": 1, "lumo_energy_ev": 0.1, "smiles": "CC1(C)CCCC(C)(C)N1O.CC1(C)CCCC(C)(C)N1O.CC1(C)CCCC(C)(C)N1O.CC1(C)CCCC(C)(C)N1O.NC(N)=O.NC(N)=O.NC(N)=O.OCCO.OCCO.OCCO.OCCO", "charge": 0, "gap_ha": 0.29166, "elements": ["C", "C", "C", "C", "C", "C", "C", "C", "C", "N", "O", "H", "H", "H", "H", "H", "H", "H", "H", "H", "H", "H", "H", "H", "H", "H", "H", "H", "H", "H", "C", "C", "C", "C", "C", "C", "C", "C", "C", "N", "O", "H", "H", "H", "H", "H", "H", "H", "H", "H", "H", "H", "H", "H", "H", "H", "H", "H", "H", "H", "C", "C", "C", "C", "C", "C", "C", "C", "C", "N", "O", "H", "H", "H", "H", "H", "H", "H", "H", "H", "H", "H", "H", "H", "H", "H", "H", "H", "H", "H", "C", "C", "C", "C", "C", "C", "C", "C", "C", "N", "O", "H", "H", "H", "H", "H", "H", "H", "H", "H", "H", "H", "H", "H", "H", "H", "H", "H", "H", "H", "N", "C", "N", "O", "H", "H", "H", "H", "N", "C", "N", "O", "H", "H", "H", "H", "N", "C", "N", "O", "H", "H", "H", "H", "O", "C", "C", "O", "H", "H", "H", "H", "H", "H", "O", "C", "C", "O", "H", "H", "H", "H", "H", "H", "O", "C", "C", "O", "H", "H", "H", "H", "H", "H", "O", "C", "C", "O", "H", "H", "H", "H", "H", "H"], "xyz": [[10.178, -2.384, -28.590], [11.257, -2.062, -27.543], [11.593, -0.587, -27.745], [10.666, -2.317, -26.121], [11.807, -2.101, -25.083], [12.924, -3.106, -25.252], [13.599, -3.065, -26.664], [14.593, -1.883, -26.739], [14.240, -4.416, -26.838], [12.497, -2.874, -27.726], [12.895, -2.890, -29.013], [10.496, -2.225, -29.620], [9.827, -3.407, -28.460], [9.292, -1.749, -28.589], [12.293, -0.159, -27.026], [11.866, -0.433, -28.789], [10.604, -0.130, -27.787], [9.874, -1.617, -25.856], [10.292, -3.336, -26.025], [12.128, -1.067, -25.212], [11.416, -2.170, -24.068], [12.644, -4.142, -25.063], [13.719, -2.813, -24.566], [14.105, -1.013, -26.300], [14.930, -1.574, -27.728], [15.475, -1.989, -26.107], [14.969, -4.684, -26.074], [14.811, -4.336, -27.764], [13.519, -5.217, -27.001], [12.492, -3.687, -29.365], [17.230, -9.602, -44.857], [18.323, -8.556, -44.948], [19.454, -9.112, -44.038], [18.860, -8.544, -46.405], [17.905, -7.838, -47.365], [17.523, -6.447, -46.863], [16.935, -6.446, -45.434], [16.965, -5.003, -45.002], [15.422, -6.946, -45.427], [17.873, -7.207, -44.490], [17.574, -7.153, -43.122], [17.680, -10.574, -45.054], [16.772, -9.666, -43.869], [16.457, -9.441, -45.609], [20.191, -8.399, -43.667], [19.021, -9.617, -43.175], [19.940, -9.948, -44.543], [19.813, -8.019, -46.474], [18.926, -9.580, -46.737], [18.328, -7.893, -48.368], [16.981, -8.402, -47.491], [16.809, -6.080, -47.600], [18.491, -5.964, -47.000], [16.648, -4.891, -43.965], [16.303, -4.312, -45.523], [17.942, -4.548, -44.838], [15.003, -7.022, -44.424], [15.109, -7.882, -45.891], [14.921, -6.170, -46.006], [18.056, -6.396, -42.781], [9.876, 3.652, -35.308], [8.566, 3.057, -35.935], [8.794, 1.562, -36.218], [7.457, 3.145, -34.835], [6.022, 3.128, -35.364], [5.907, 4.235, -36.327], [6.860, 4.060, -37.564], [6.370, 2.898, -38.500], [6.655, 5.361, -38.325], [8.192, 3.902, -37.061], [9.222, 3.871, -38.053], [10.727, 3.639, -35.988], [9.776, 4.734, -35.226], [10.210, 3.268, -34.344], [9.302, 1.357, -37.161], [9.437, 1.138, -35.447], [7.868, 0.996, -36.312], [7.538, 2.227, -34.253], [7.753, 3.898, -34.104], [5.862, 2.125, -35.761], [5.296, 3.323, -34.575], [6.117, 5.224, -35.920], [4.861, 4.124, -36.612], [7.013, 2.614, -39.333], [5.399, 3.126, -38.940], [6.279, 1.978, -37.922], [5.624, 5.600, -38.584], [7.248, 5.326, -39.239], [7.005, 6.199, -37.722], [9.614, 4.747, -38.065], [6.780, -6.097, -45.729], [6.252, -4.712, -45.383], [6.736, -3.663, -46.424], [4.645, -4.777, -45.375], [3.939, -5.316, -44.101], [4.570, -4.696, -42.880], [6.066, -4.778, -42.799], [6.391, -3.729, -41.764], [6.430, -6.225, -42.320], [6.740, -4.313, -44.056], [8.120, -4.223, -43.928], [7.817, -6.109, -46.067], [6.633, -6.703, -44.836], [6.076, -6.559, -46.421], [7.351, -2.897, -45.952], [7.522, -4.021, -47.089], [5.971, -3.208, -47.054], [4.365, -3.788, -45.738], [4.341, -5.433, -46.191], [2.871, -5.198, -44.283], [4.054, -6.400, -44.067], [4.046, -4.975, -41.966], [4.340, -3.630, -42.892], [7.474, -3.643, -41.678], [5.993, -4.023, -40.793], [6.080, -2.754, -42.140], [5.990, -6.995, -42.955], [6.101, -6.552, -41.334], [7.496, -6.416, -42.439], [8.261, -5.170, -43.860], [10.815, -8.181, -28.841], [11.081, -8.598, -30.065], [10.889, -9.883, -30.191], [11.584, -7.941, -30.933], [11.233, -7.311, -28.544], [10.409, -8.824, -28.175], [11.065, -10.353, -31.067], [10.619, -10.406, -29.370], [9.640, -11.180, -40.257], [8.828, -11.381, -39.293], [7.875, -12.135, -39.757], [8.903, -11.061, -38.159], [9.414, -11.459, -41.201], [10.371, -10.534, -39.994], [8.067, -12.724, -40.555], [7.225, -12.533, -39.095], [11.946, -15.247, -36.615], [13.087, -14.663, -36.305], [13.029, -13.368, -36.226], [14.127, -15.269, -36.070], [11.036, -14.817, -36.705], [12.148, -16.179, -36.947], [13.876, -12.818, -36.259], [12.150, -12.964, -36.516], [4.230, -5.199, -33.096], [5.507, -4.981, -33.728], [6.161, -6.364, -33.978], [5.825, -7.055, -35.149], [4.266, -5.900, -32.441], [5.532, -4.611, -34.753], [6.186, -4.357, -33.148], [5.901, -7.109, -33.226], [7.251, -6.348, -33.970], [6.438, -7.782, -35.276], [16.404, -1.535, -35.626], [16.941, -0.360, -35.049], [16.702, -0.195, -33.566], [17.530, 0.659, -32.855], [15.466, -1.587, -35.427], [17.991, -0.335, -35.342], [16.525, 0.532, -35.515], [16.526, -1.153, -33.077], [15.704, 0.244, -33.569], [17.120, 1.030, -32.071], [13.107, -7.104, -38.777], [13.149, -6.046, -37.846], [11.968, -5.955, -36.930], [12.302, -4.975, -36.025], [13.588, -6.901, -39.583], [14.099, -6.236, -37.348], [13.261, -5.136, -38.437], [11.820, -6.935, -36.476], [11.133, -5.692, -37.580], [12.585, -5.464, -35.249], [19.051, -13.305, -36.058], [19.399, -12.622, -37.224], [18.966, -11.113, -37.207], [17.601, -11.091, -37.605], [18.155, -13.626, -36.184], [20.485, -12.649, -37.129], [19.238, -13.133, -38.173], [19.585, -10.406, -37.759], [18.975, -10.683, -36.205], [17.459, -10.794, -38.507]]}



(3)
{"formula": "C25H29Cl6F3O3", "method": "ωB97M-V/def2-TZVPD", "spin_multiplicity": 1, "lumo_energy_ev": 0.1, "smiles": "CCOC(=O)OC.Fc1ccccc1.Fc1ccccc1.Fc1ccccc1.ClCCl.ClCCl.ClCCl", "charge": 0, "gap_ha": 0.34422, "elements": ["C", "C", "O", "C", "O", "O", "C", "H", "H", "H", "H", "H", "H", "H", "H", "F", "C", "C", "C", "C", "C", "C", "H", "H", "H", "H", "H", "F", "C", "C", "C", "C", "C", "C", "H", "H", "H", "H", "H", "F", "C", "C", "C", "C", "C", "C", "H", "H", "H", "H", "H", "Cl", "C", "Cl", "H", "H", "Cl", "C", "Cl", "H", "H", "Cl", "C", "Cl", "H", "H"], "xyz": [[3.366, -0.727, -2.065], [3.793, -0.765, -0.616], [5.121, -1.304, -0.581], [5.714, -1.245, 0.617], [5.168, -0.988, 1.653], [6.992, -1.578, 0.472], [7.710, -1.813, 1.693], [4.120, -0.200, -2.650], [2.448, -0.143, -2.177], [3.181, -1.726, -2.451], [3.136, -1.398, -0.018], [3.813, 0.232, -0.173], [7.435, -2.779, 2.115], [7.468, -1.047, 2.429], [8.761, -1.778, 1.438], [0.605, 3.980, 7.540], [0.495, 3.249, 6.411], [1.456, 2.290, 6.153], [1.360, 1.555, 4.979], [0.314, 1.797, 4.089], [-0.654, 2.740, 4.403], [-0.566, 3.489, 5.568], [2.286, 2.193, 6.841], [2.054, 0.747, 4.786], [0.253, 1.190, 3.194], [-1.488, 2.884, 3.727], [-1.296, 4.249, 5.808], [-3.694, 1.573, -6.896], [-4.033, 0.854, -5.805], [-3.565, 1.291, -4.577], [-3.894, 0.548, -3.460], [-4.719, -0.573, -3.564], [-5.182, -0.978, -4.804], [-4.882, -0.221, -5.938], [-2.937, 2.167, -4.511], [-3.636, 0.816, -2.444], [-4.947, -1.158, -2.682], [-5.849, -1.826, -4.890], [-5.303, -0.509, -6.892], [-0.802, -6.255, 3.823], [-0.905, -5.685, 2.606], [-0.305, -4.475, 2.362], [-0.476, -3.896, 1.108], [-1.163, -4.555, 0.109], [-1.782, -5.767, 0.390], [-1.634, -6.353, 1.638], [0.281, -3.967, 3.116], [0.015, -2.957, 0.898], [-1.308, -4.107, -0.866], [-2.362, -6.280, -0.367], [-2.042, -7.325, 1.882], [-4.143, 4.817, -0.963], [-2.580, 4.673, -0.182], [-2.630, 3.736, 1.349], [-1.962, 4.093, -0.850], [-2.161, 5.630, 0.093], [-0.893, 3.645, -5.516], [0.079, 4.193, -4.142], [-0.822, 5.394, -3.177], [0.262, 3.351, -3.489], [0.965, 4.671, -4.534], [-1.601, -1.013, -0.582], [-0.717, 0.486, -0.278], [-1.014, 1.687, -1.552], [-1.053, 0.876, 0.675], [0.349, 0.295, -0.273]]}



(4)
{"formula": "C2H5FNdO2", "method": "ωB97M-V/def2-TZVPD", "s_squared": 6.00, "spin_multiplicity": 5, "lumo_energy_ev": [-2.1, -2.1], "charge": 0, "gap_ha": [0.16712, 0.16682], "elements": ["Nd", "O", "C", "O", "C", "H", "H", "H", "H", "H", "F"], "xyz": [[0.451, -1.764, 1.945], [0.769, -3.253, 3.628], [1.931, -0.320, 5.224], [1.556, -1.255, 4.235], [1.321, -2.623, 4.682], [2.112, 0.647, 4.733], [1.129, -0.214, 5.973], [2.849, -0.658, 5.732], [2.306, -3.031, 4.995], [0.660, -2.559, 5.574], [1.292, 2.790, 2.688]]}